(1)
{"formula": "C4H13N3", "method": "the ωB97M-V functional and the def2-TZVPD basis", "species": ["C", "N", "C", "N", "C", "C", "N", "H", "H", "H", "H", "H", "H", "H", "H", "H", "H", "H", "H", "H"], "positions_angstrom": [[0.579782, 0.201428, 0.074394], [-0.494161, -0.781249, 0.465204], [0.030292, -2.168498, 0.429823], [-0.381354, -3.234306, -0.637242], [-0.115039, 1.573853, -0.152648], [-0.185037, 2.178824, 1.196720], [0.642368, 2.330977, -1.165771], [0.909505, -0.256226, -0.927710], [1.425156, 0.274341, 0.793887], [-1.260443, -0.228473, 0.312842], [-0.558147, -2.533053, 1.306043], [1.208262, -2.146752, 0.603933], [-1.486660, -3.312499, -0.715401], [-0.181994, -2.776596, -1.597596], [-1.036003, 1.237776, -0.570608], [-0.364206, 3.252854, 0.978524], [-0.868758, 1.561091, 1.898450], [0.866319, 2.173520, 1.485808], [1.077445, 1.478466, -1.516657], [0.041566, 2.353955, -1.976579]], "forces_ev_per_a": [[-0.8, -1.7, -1.6], [6.2, 0.4, 0.2], [-2.5, -1.1, 1.2], [-1.3, 2.8, -1.8], [1.1, -2.3, 0.1], [-0.4, 1.0, 0.2], [0.0, -1.4, -0.3], [0.4, 1.1, 1.1], [-0.5, -0.2, -0.5], [-3.4, -0.6, -0.5], [1.4, -0.7, -0.2], [-2.8, -0.1, -0.6], [2.9, 0.4, 0.8], [-0.1, -1.1, 1.8], [-1.3, 0.5, -0.3], [-0.8, -0.5, 1.1], [1.2, 1.6, -1.0], [-0.1, 0.0, 0.8], [1.6, 0.7, -0.3], [-0.8, 1.2, -0.2]], "mulliken_charge": [-0.61, -0.19, -0.62, -0.63, -0.07, -1.15, -0.78, 0.32, 0.23, 0.18, 0.41, 0.30, 0.28, 0.24, 0.51, 0.36, 0.26, 0.34, 0.32, 0.30], "spin_multiplicity": 1, "e_above_lowest_kj_mol": 346.5, "smiles": "C[C@@H](N)CNCN", "orbital_gap_ev": 9.36, "total_energy_ha": -324.34295, "fmax_ha_per_bohr": 0.1202, "e_homo_ev": -8.5}



(2)
{"formula": "C4H13N3", "method": "the ωB97M-V functional and the def2-TZVPD basis", "species": ["N", "C", "C", "N", "C", "C", "N", "H", "H", "H", "H", "H", "H", "H", "H", "H", "H", "H", "H", "H"], "positions_angstrom": [[-1.316655, 2.323731, -1.231469], [-1.520622, 0.866080, -1.542899], [-1.548520, -0.337931, -0.480334], [-0.384856, -1.031917, 0.084291], [0.183869, -0.708873, 1.309294], [1.633305, -1.109799, 1.267605], [2.572542, -0.227573, 0.559651], [-0.541418, 2.975850, -1.567119], [-1.444752, 2.500095, -0.280982], [-2.453437, 0.835922, -2.154851], [-0.831679, 0.560071, -2.361182], [-2.338164, -1.084076, -0.628035], [-1.744814, 0.200355, 0.488026], [0.340607, -0.963237, -0.546970], [-0.330449, -1.078143, 2.222549], [0.234591, 0.377138, 1.610497], [1.719954, -2.243408, 0.840227], [2.004648, -1.072520, 2.299431], [3.361885, -0.842501, 0.599401], [2.403965, 0.060736, -0.487131]], "forces_ev_per_a": [[1.0, -0.1, -0.9], [0.7, -0.7, -2.3], [-0.4, 2.6, 3.3], [-1.4, -0.5, -2.2], [0.8, 2.0, 2.7], [0.2, -2.4, -0.1], [-0.7, 0.8, -2.0], [-1.2, -2.3, 0.3], [-0.3, 0.4, 1.7], [0.1, -0.3, 1.0], [0.2, 0.3, 0.6], [0.0, 0.6, -0.6], [-1.4, -0.1, -0.8], [1.8, -0.4, -1.9], [0.1, -0.7, -0.7], [-0.2, -0.2, -0.8], [-0.3, 2.3, 1.1], [0.0, -0.4, -0.2], [1.1, 0.4, -0.7], [0.1, -1.2, 2.7]], "mulliken_charge": [-0.52, -0.45, -0.58, -0.34, -0.38, -0.62, -0.61, 0.21, 0.20, 0.25, 0.28, 0.37, 0.24, 0.19, 0.31, 0.30, 0.28, 0.38, 0.25, 0.24], "spin_multiplicity": 1, "e_above_lowest_kj_mol": 296.0, "smiles": "NCCNCCN", "orbital_gap_ev": 9.66, "total_energy_ha": -324.36218, "fmax_ha_per_bohr": 0.0811, "e_homo_ev": -8.6}



(3)
{"formula": "C4H13N3", "method": "the ωB97M-V functional and the def2-TZVPD basis", "species": ["C", "C", "C", "N", "N", "C", "N", "H", "H", "H", "H", "H", "H", "H", "H", "H", "H", "H", "H", "H"], "positions_angstrom": [[-0.697912, -0.505296, -0.698200], [-1.146540, 0.675620, 0.290246], [-0.920266, 0.447073, 1.845902], [-1.954576, 0.575588, 3.003105], [0.679831, -0.646861, -0.637444], [1.357055, -0.700241, -1.963051], [2.600587, 0.025766, -1.692709], [-1.119511, -1.467896, -0.802487], [-0.913098, -0.023026, -1.712203], [-0.283281, 1.333076, -0.003477], [-2.017467, 1.254835, -0.132022], [-0.616774, -0.635888, 1.946972], [0.022087, 0.916632, 2.180180], [-2.772431, 0.006314, 2.812194], [-2.353254, 1.530072, 3.220075], [1.233144, -0.738140, 0.194162], [0.795110, -0.541283, -2.837048], [1.635602, -1.726500, -2.153459], [2.474524, 0.998068, -1.723382], [3.080427, -0.090644, -2.549557]], "forces_ev_per_a": [[-1.5, 2.9, -0.5], [1.0, 0.5, -0.7], [-0.6, -1.6, 1.1], [0.3, 1.2, -1.3], [1.3, 0.2, -2.8], [1.7, -1.3, 4.6], [0.0, -1.3, -1.2], [-1.7, -1.0, 0.8], [0.1, -0.6, 1.1], [-0.9, -0.1, 0.4], [0.3, -1.0, 1.1], [-0.5, 0.8, -0.2], [-0.8, 0.4, -0.2], [0.2, -0.1, -0.2], [1.1, -1.2, -0.8], [0.0, -0.1, -0.2], [-1.4, 1.6, -0.7], [0.7, -0.7, 0.0], [-0.8, 1.8, 0.5], [1.6, -0.4, -1.0]], "mulliken_charge": [-0.66, -0.50, -0.60, -0.61, -0.19, -0.59, -0.62, 0.38, 0.27, 0.20, 0.37, 0.31, 0.39, 0.23, 0.23, 0.23, 0.41, 0.33, 0.18, 0.25], "spin_multiplicity": 1, "e_above_lowest_kj_mol": 284.9, "smiles": "NCCCNCN", "orbital_gap_ev": 9.11, "total_energy_ha": -324.36643, "fmax_ha_per_bohr": 0.0981, "e_homo_ev": -8.1}